Here is one molecule with the formula C20H27NOS from the OMol25 dataset. Energies are from ωB97M-V/def2-TZVPD.

```
50
Properties=species:S:1:pos:R:3:forces:R:3
C 5.860 0.811 -0.433 -0.04 0.08 0.06
C 4.903 -0.094 -1.125 -0.32 0.02 -0.07
C 5.172 -1.173 -1.904 0.13 0.25 0.16
C 4.009 -1.810 -2.399 -0.38 0.01 -0.02
C 2.861 -1.207 -1.999 0.12 0.09 0.07
S 3.189 0.163 -0.988 0.40 -0.36 -0.20
C 1.440 -1.545 -2.300 -0.06 0.04 -0.14
N 0.632 -1.332 -1.117 -0.08 -0.13 -0.16
C 0.873 -2.329 -0.094 0.17 0.05 0.35
C 0.250 -1.862 1.216 -0.11 -0.20 -0.12
C -1.241 -1.598 1.031 0.06 0.17 -0.02
H -1.737 -2.552 0.830 -0.06 -0.03 0.00
H -1.676 -1.188 1.943 -0.07 -0.07 0.03
C -1.512 -0.656 -0.151 -0.38 -0.08 -0.28
C -0.784 -1.215 -1.384 -0.17 0.19 0.03
H -0.936 -0.535 -2.223 0.01 -0.06 -0.02
H -1.229 -2.192 -1.653 -0.02 0.01 -0.03
C -3.024 -0.660 -0.427 0.17 -0.34 0.48
O -3.308 -0.010 -1.650 -0.05 0.12 -0.41
H -4.252 -0.083 -1.823 0.08 0.02 0.00
H -3.544 -0.163 0.404 0.05 -0.07 -0.02
H -3.374 -1.702 -0.475 0.09 0.07 0.06
C -1.000 0.785 0.091 -0.05 -0.10 0.06
C -1.634 1.502 1.252 0.04 0.07 0.02
C -1.192 1.235 2.544 0.00 0.06 0.04
C -1.767 1.835 3.650 0.02 -0.02 0.12
C -2.800 2.736 3.476 -0.01 0.03 0.07
C -3.218 3.048 2.196 -0.03 0.00 0.06
C -2.646 2.454 1.077 -0.06 0.02 0.06
C -3.096 2.902 -0.283 0.02 -0.02 -0.03
H -2.327 3.531 -0.735 0.01 0.06 -0.11
H -4.008 3.489 -0.207 -0.04 0.06 -0.01
H -3.271 2.064 -0.950 -0.02 0.03 -0.08
H -4.004 3.777 2.058 -0.06 0.06 -0.04
H -3.266 3.208 4.329 -0.03 0.04 0.06
H -1.404 1.602 4.641 0.03 -0.02 0.07
H -0.366 0.556 2.691 0.09 -0.11 -0.01
H -1.172 1.342 -0.828 0.09 0.05 -0.08
H 0.078 0.723 0.240 0.00 0.09 -0.06
H 0.762 -0.953 1.533 0.09 0.01 0.07
H 0.398 -2.622 1.986 0.03 0.04 0.04
H 1.952 -2.451 0.029 -0.06 -0.05 -0.02
H 0.449 -3.310 -0.383 0.03 0.04 -0.04
H 1.382 -2.581 -2.684 -0.01 0.10 0.01
H 1.068 -0.877 -3.086 -0.03 -0.12 0.05
H 4.031 -2.682 -3.029 -0.06 -0.18 -0.11
H 6.170 -1.514 -2.119 0.22 -0.02 0.01
H 5.687 0.805 0.643 0.09 0.04 0.07
H 6.881 0.490 -0.627 0.06 0.02 0.02
H 5.741 1.836 -0.783 0.09 0.07 0.02
```
Forces are in eV/Å.

Values from the calculation:
- energy above the lowest of the compared OMol25 structures with the same formula, charge and spin (kcal per mole) = 0.0
- max |F| (hartree/bohr) = 0.012
- SMILES = Cc1ccc(CN2CCC[C@@](CO)(Cc3ccccc3C)C2)s1
- E_tot (eV) = -35551.40900
- gap between HOMO and LUMO (eV) = 9.0

Results of the Mulliken charge analysis, in e, for atoms 1 through 4: -1.190, 0.473, -0.511, -0.896

=====

Here is C20H27NOV as an isolated structure at a distorted geometry from the OMol25 dataset. Energies are from ωB97M-V/def2-TZVPD.

```
50
Properties=species:S:1:pos:R:3:forces:R:3
C 0.972 -1.221 -3.816 -0.01 -0.94 -1.20
C -0.432 -1.102 -4.039 0.42 -1.40 -1.02
C -1.098 -1.903 -3.068 -0.46 -1.64 -0.13
C -0.092 -2.481 -2.202 -0.76 -0.56 -0.23
C 1.180 -2.022 -2.664 0.68 -1.20 -0.08
V -0.078 -0.374 -2.079 -2.84 -1.59 1.91
C -1.376 1.196 -2.881 -0.60 1.72 -0.49
C -0.038 1.661 -3.378 1.73 -0.33 4.23
C 0.531 2.445 -4.311 1.04 0.45 -1.06
N 0.942 1.037 -2.186 2.06 6.84 -2.02
H -2.183 -1.976 -2.965 0.42 -0.09 0.02
H -0.925 -0.553 -4.845 0.38 -0.12 0.44
H -0.280 -3.052 -1.290 0.05 0.04 -0.42
H 2.156 -2.304 -2.245 -0.51 0.17 -0.22
H 1.765 -0.952 -4.547 -0.72 0.51 1.03
H -2.264 1.111 -3.631 1.58 0.32 1.02
H 1.814 1.528 -1.870 -1.31 -0.28 -1.21
H -1.615 1.889 -2.015 -0.09 -0.88 -0.89
H -0.006 3.155 -4.988 0.21 -0.95 0.53
H 1.660 2.465 -4.355 -1.33 0.11 0.01
C 1.427 2.857 1.042 0.42 -0.07 0.17
C 0.049 2.800 1.714 0.06 -1.15 0.38
C -0.947 3.018 0.603 -0.53 0.17 -0.68
C -0.151 1.492 2.500 -0.08 0.07 0.29
C -0.321 1.475 3.878 0.43 0.00 -0.30
C -0.368 0.264 4.585 -0.27 -0.10 0.54
C -0.272 -0.958 3.901 0.29 0.28 0.02
C -0.139 -1.010 2.521 0.06 0.03 0.33
C 0.031 -2.367 1.790 -0.16 1.36 0.45
C 1.233 -3.156 2.291 0.40 -0.03 -0.12
C -1.214 -3.216 1.915 -0.58 -0.31 -0.23
C -0.239 0.243 1.794 -0.44 -0.55 -1.54
O -0.479 0.260 0.535 0.66 -0.49 0.20
H 1.505 2.080 0.258 -0.15 0.24 0.46
H 2.242 2.731 1.772 -0.15 0.01 -0.17
H 1.553 3.829 0.545 0.02 -0.10 0.05
H -0.046 3.597 2.454 0.12 0.22 0.11
H -0.631 2.438 -0.274 -0.28 0.15 0.25
H -1.976 2.735 0.854 0.17 -0.01 0.05
H -0.937 4.078 0.333 -0.09 0.15 -0.10
H -0.395 2.436 4.406 0.12 -0.35 -0.05
H -0.463 0.277 5.675 -0.06 -0.03 -0.30
H -0.291 -1.896 4.469 0.05 0.26 -0.05
H 0.183 -2.105 0.743 -0.01 -0.02 -0.13
H 1.137 -3.426 3.350 -0.02 0.07 -0.09
H 1.324 -4.086 1.714 0.04 0.05 0.09
H 2.169 -2.591 2.164 -0.25 -0.09 0.07
H -2.100 -2.719 1.500 0.24 0.00 0.06
H -1.087 -4.167 1.384 -0.04 0.00 -0.02
H -1.430 -3.458 2.961 0.04 0.06 0.03
```
Forces are in eV/Å.

Values from the calculation:
- total charge = -2
- max |F| (hartree/bohr) = 0.144
- 2S+1 = 4
- E_tot (eV) = -50398.14406
- gap between HOMO and LUMO (spin up / spin down) (eV) = 3.6 / 5.6

Results of the Mulliken charge analysis, in e, for atoms 1 through 4: -0.121, -0.510, -0.565, -0.426

=====

Here is a 6-piece molecular cluster, C20H28BBr10NO3 overall at a distorted geometry from the OMol25 dataset. Energies are from ωB97M-V/def2-TZVPD.

```
63
Properties=species:S:1:pos:R:3:forces:R:3
N -3.052 0.541 2.796 0.43 -1.72 -0.40
B -2.164 -0.588 2.998 0.27 0.30 0.05
O -1.548 -0.801 4.230 -0.83 -0.05 -0.02
C -1.848 -1.642 1.845 0.48 0.48 -0.02
C -2.772 -2.294 1.130 0.29 -0.14 0.10
C -2.332 -3.308 0.106 0.25 -0.16 0.45
O -2.927 -3.526 -0.920 -0.27 -0.05 0.08
C -1.072 -4.043 0.482 0.19 0.29 0.21
C -0.857 -5.367 0.141 0.02 -0.05 -0.25
C 0.312 -6.005 0.546 -0.67 0.08 -0.10
C 1.248 -5.318 1.297 -0.10 0.04 0.73
C 1.067 -3.983 1.644 -0.37 -0.19 -0.24
C -0.098 -3.364 1.229 -0.35 0.59 -0.06
C -0.390 -1.927 1.563 -0.40 -0.58 -0.23
O 0.450 -1.061 1.570 0.03 0.09 0.32
H -3.265 0.544 1.801 -0.44 0.37 0.23
H -3.891 0.310 3.326 -0.05 0.83 0.17
H -1.969 -1.513 4.726 0.43 -0.07 0.04
H -3.832 -2.127 1.303 0.02 0.02 -0.38
H -1.604 -5.899 -0.438 0.05 0.07 0.02
H 0.426 -7.047 0.271 0.29 0.07 0.14
H 2.133 -5.825 1.645 -0.21 -0.15 0.27
H 1.779 -3.428 2.243 0.06 -0.08 -0.10
Br -3.046 2.766 0.215 -0.02 0.23 -0.15
C -1.201 3.283 -0.125 -0.04 -0.21 -0.06
C -0.352 3.176 1.114 0.07 0.16 0.04
Br -0.678 4.661 2.325 -0.01 -0.03 0.04
H -1.227 4.287 -0.541 0.00 0.02 0.06
H -0.853 2.588 -0.884 0.01 0.01 0.02
H 0.704 3.241 0.856 -0.02 -0.06 -0.07
H -0.530 2.261 1.673 -0.03 -0.01 -0.04
Br -2.216 7.710 -0.060 -0.01 0.05 -0.08
C -4.116 7.577 0.333 0.18 -0.06 0.17
C -4.717 6.324 -0.245 -0.19 0.06 -0.13
Br -4.982 6.476 -2.167 0.07 -0.05 0.02
H -4.579 8.484 -0.043 -0.03 -0.04 -0.04
H -4.183 7.561 1.419 -0.02 -0.05 -0.01
H -5.708 6.153 0.169 0.02 0.03 0.03
H -4.100 5.446 -0.081 0.02 0.03 0.04
Br -1.241 -0.544 -1.638 0.02 -0.03 -0.04
C 0.276 0.553 -2.153 -0.27 0.01 -0.08
C 1.360 -0.236 -2.831 0.31 -0.04 0.10
Br 2.391 -1.289 -1.560 -0.09 -0.06 -0.03
H 0.621 1.043 -1.248 0.11 -0.08 -0.01
H -0.131 1.297 -2.837 0.06 0.00 -0.02
H 2.077 0.441 -3.294 -0.03 0.02 -0.02
H 0.983 -0.928 -3.577 -0.09 0.04 0.01
Br 3.637 -5.428 -0.146 0.88 -0.10 -0.90
C 4.587 -6.102 -1.712 -0.11 0.19 0.12
C 4.855 -7.578 -1.600 0.25 -0.05 -0.05
Br 6.321 -7.952 -0.376 -0.07 -0.02 0.03
H 5.495 -5.515 -1.814 0.04 -0.07 -0.02
H 3.928 -5.896 -2.553 -0.01 -0.03 0.01
H 5.172 -7.981 -2.559 -0.02 0.04 -0.01
H 3.995 -8.135 -1.240 -0.02 0.05 0.00
Br 2.872 2.800 -1.497 0.08 0.06 0.00
C 3.532 4.515 -0.853 -0.10 -0.14 0.16
C 2.482 5.590 -0.961 0.10 0.19 -0.16
Br 2.266 6.200 -2.795 -0.07 -0.06 0.03
H 4.429 4.739 -1.420 -0.04 0.05 -0.03
H 3.795 4.346 0.189 -0.03 0.01 0.00
H 2.783 6.471 -0.398 0.02 -0.04 0.04
H 1.505 5.261 -0.622 0.03 -0.02 0.04
```
Forces are in eV/Å.

Values from the calculation:
- max |F| (hartree/bohr) = 0.035
- SMILES = NB(O)C1=CC(=O)c2ccccc2C1=O.BrCCBr.BrCCBr.BrCCBr.BrCCBr.BrCCBr
- E_tot (eV) = -729930.07471
- gap between HOMO and LUMO (eV) = 8.7

Results of the Mulliken charge analysis, in e, for atoms 1 through 4: -0.358, 0.403, -0.578, 0.269